# C34H24N8O7

2 unconnected molecules or ions with the total composition C34H24N8O7 (ωB97M-V/def2-TZVPD, OMol25).

```
73
Properties=species:S:1:pos:R:3
C 0.6511 4.1222 2.4638
O 0.7784 2.8841 3.2414
C 0.3637 1.7067 2.6823
C -0.9215 1.7661 1.9789
C -1.0966 1.2945 0.6627
C -2.3150 1.4854 0.0015
C -3.3471 2.1983 0.6149
C -3.1567 2.7254 1.9004
C -1.9645 2.5030 2.5750
C 1.4179 0.8042 2.3861
N 1.2352 -0.4500 1.8997
C 0.0866 -1.2497 1.9178
C -0.1509 -2.0710 0.8153
C -1.3952 -2.7005 0.7273
C -2.2596 -2.6899 1.8268
C -1.8865 -2.0525 3.0134
C -0.7787 -1.2109 3.0119
N 2.3831 -0.9854 1.3818
C 3.3145 -0.0809 1.5922
C 4.7343 -0.3433 1.4017
C 5.7757 0.3682 2.0429
C 7.0924 -0.0548 1.8991
C 7.3751 -1.1968 1.1397
C 6.3516 -1.9280 0.5120
C 5.0345 -1.4969 0.6445
N 2.7691 1.0774 2.1596
C 3.4212 2.3368 2.0513
C 3.5300 3.1570 3.1654
C 4.2821 4.3327 3.0799
C 4.8731 4.6963 1.8670
C 4.7260 3.8877 0.7347
C 3.9945 2.6999 0.8279
H 1.2004 4.8845 3.0174
H 1.1034 4.0103 1.4642
H -0.4106 4.3792 2.3900
H -0.2607 0.7799 0.1800
H -2.4340 1.0849 -1.0084
H -4.2983 2.3413 0.1012
H -3.9215 3.3573 2.3475
H -1.8117 2.9257 3.5712
H 0.5967 -2.1484 0.0217
H -1.6787 -3.2176 -0.1868
H -3.2462 -3.1557 1.7554
H -2.4485 -2.1876 3.9342
H -0.5470 -0.5523 3.8415
H 5.5352 1.2458 2.6406
H 7.8925 0.5023 2.3866
H 8.4035 -1.5322 1.0366
H 6.5664 -2.8222 -0.0820
H 4.1998 -2.0305 0.1834
H 3.0240 2.8561 4.0806
H 4.3902 4.9404 3.9752
H 5.4415 5.6289 1.8002
H 5.1873 4.1653 -0.2135
H 3.8959 2.0391 -0.0368
O -6.9920 1.3270 8.2383
N -6.5561 1.3464 7.1023
C -5.3598 1.0500 6.4745
C -5.5302 1.2860 5.1060
N -6.7868 1.7671 4.8390
O -7.3690 1.8689 6.0664
C -4.4803 0.8380 4.1982
N -4.8407 0.3409 2.8546
O -5.6333 0.9525 2.1343
O -4.3380 -0.7545 2.5006
C -3.1841 0.4900 4.7035
C -3.1137 0.1669 6.0683
N -2.3673 -0.8502 6.6898
O -1.3674 -1.4655 6.3566
O -3.0354 -1.1896 7.8722
N -4.0882 -0.3333 8.1116
C -4.1788 0.4129 6.9737
H -2.3342 0.3370 4.0483
```

Summary:
Energy above the lowest of the compared OMol25 structures with the same formula, charge and spin ... 0.0 kJ/mol
Largest force on an atom ... 0.069 Eh/bohr
E_LUMO ... -2.17 eV
E_HOMO ... -6.4 eV
Net charge ... 0
Kohn-Sham gap ... 4.25 eV

***

# C34H25AuIN6S3

A molecular structure, C34H25AuIN6S3 (ωB97M-V/def2-TZVPD, OMol25).

```
70
Properties=species:S:1:pos:R:3
Au -0.2670 0.5643 -0.5314
S -3.8399 0.4143 4.1141
C -4.9342 -0.0236 5.3464
C -5.2352 -1.3464 5.3046
C -4.5656 -2.0197 4.2495
C -3.7662 -1.1973 3.5081
C -2.9581 -1.5382 2.3397
C -2.1451 -0.5634 1.7405
N -1.4383 -0.7751 0.6356
C -1.4371 -2.0112 0.0802
C -2.1590 -3.0656 0.6387
C -2.0581 -4.3674 0.0252
C -1.2853 -4.5636 -1.0614
C -0.5517 -3.4745 -1.6586
C 0.2905 -3.6220 -2.7662
C 0.9732 -2.5404 -3.3003
C 0.7446 -1.2909 -2.7011
N -0.0311 -1.1430 -1.6348
C -0.6650 -2.2111 -1.0857
C 1.8947 -2.6381 -4.4263
C 2.6782 -1.6478 -4.9659
C 3.4792 -2.0958 -6.0408
C 3.2886 -3.4201 -6.2948
S 2.1505 -4.1212 -5.2480
C -2.9442 -2.7994 1.7645
H -5.2998 0.7186 6.0391
H -5.9078 -1.8255 6.0005
H -4.6784 -3.0802 4.0672
H -2.0630 0.4086 2.2014
H -2.6073 -5.1888 0.4675
H -1.1972 -5.5461 -1.5068
H 0.4104 -4.6086 -3.1996
H 1.1847 -0.4037 -3.1257
H 2.6899 -0.6246 -4.6089
H 4.1611 -1.4750 -6.6024
H 3.7673 -4.0187 -7.0548
H -3.5392 -3.6004 2.1865
C 3.0810 3.3625 -3.2009
N 2.3464 3.7725 -1.9938
C 2.6361 4.8842 -1.2212
C 1.7466 4.9217 -0.2187
N 0.8954 3.8220 -0.3851
C 1.2890 3.1442 -1.4859
S 0.5718 1.7953 -2.2743
C -0.2680 3.5710 0.3861
C -0.6725 4.5002 1.3265
C -1.8954 4.3443 1.9537
C -2.7143 3.2873 1.5877
C -2.2189 2.3688 0.6955
N -0.9902 2.4663 0.1344
H 3.8435 4.1081 -3.4018
H 2.4057 3.3063 -4.0515
H 3.5495 2.3962 -3.0246
H 3.4435 5.5561 -1.4586
H 1.6564 5.6375 0.5756
H -0.0645 5.3602 1.5564
H -2.2153 5.0647 2.6955
H -3.7105 3.1668 1.9903
H -2.8144 1.5290 0.3764
I 3.6393 -0.1854 -0.8535
C 2.8348 -0.1335 1.0767
C 3.6905 -0.4514 2.1223
C 3.1967 -0.4099 3.4140
C 1.8726 -0.0489 3.6138
C 1.1012 0.2419 2.5101
N 1.5562 0.2002 1.2430
H 4.7177 -0.7222 1.9253
H 3.8402 -0.6514 4.2501
H 1.4459 0.0078 4.6056
H 0.0647 0.5291 2.6351
```

Summary:
Largest force on an atom ... 0.029 Eh/bohr
E_LUMO ... -10.39 eV
E_HOMO ... -15.1 eV
Net charge ... +3
Kohn-Sham gap ... 4.67 eV

***

# C34H25Br2N4O7ScTe4

A molecular structure, C34H25Br2N4O7ScTe4 (ωB97M-V/def2-TZVPD, OMol25).

```
77
Properties=species:S:1:pos:R:3
Sc -0.0431 -2.0493 0.9814
C 0.9047 -3.0067 4.3002
O 1.0678 -2.0406 3.2769
C 1.7781 -0.9078 3.5188
C 2.6645 -0.7289 4.5543
C 3.3633 0.4784 4.6140
Br 4.5904 0.7424 6.0509
C 3.2148 1.4523 3.6629
C 2.3094 1.2599 2.6093
C 1.5365 0.0979 2.5486
O 0.6029 -0.1277 1.6497
C 2.2348 2.2695 1.5485
N 2.6524 3.5106 1.6582
C 2.4551 4.0590 0.4070
C 2.7158 5.3453 -0.0641
C 2.4104 5.6320 -1.3823
C 1.8494 4.6639 -2.2302
C 1.5788 3.3834 -1.7816
C 1.8956 3.1010 -0.4572
N 1.7561 1.9715 0.3041
H 0.5392 -2.5289 5.2127
H 1.8499 -3.5204 4.5003
H 0.1686 -3.7136 3.9276
H 2.8299 -1.5047 5.2877
H 3.7847 2.3699 3.6908
H -0.5405 0.9622 1.3334
H 3.1431 6.0910 0.5945
H 2.6023 6.6247 -1.7718
H 1.6182 4.9272 -3.2550
H 1.1367 2.6350 -2.4269
H 1.4670 1.0419 -0.0038
Te -3.1025 -3.2094 1.8446
Te -2.7131 -5.6693 2.8759
Te -1.3496 -6.7486 0.8128
Te 0.6181 -4.9004 0.4458
O -4.2804 -0.5540 -5.7730
C -4.1964 -1.5624 -4.8370
O -5.1276 -2.3331 -4.7746
C -3.0160 -1.5738 -3.9824
C -1.9274 -0.6947 -4.1127
C -0.8621 -0.7001 -3.2488
C -0.8217 -1.5844 -2.1219
C -1.9063 -2.5160 -2.0356
C -2.9415 -2.5109 -2.9249
N 0.1215 -1.5876 -1.1858
C 1.3235 -0.8749 -1.3565
C 2.3737 -1.1965 -0.5400
C 3.6914 -0.6200 -0.6732
C 4.7090 -1.0383 0.1133
C 4.4853 -2.0527 1.0918
C 3.2052 -2.5126 1.2273
N 2.1521 -2.1066 0.4931
H -3.5199 0.0266 -5.6647
H -1.8848 0.0310 -4.9232
H -0.0580 0.0047 -3.4043
H -1.8815 -3.2535 -1.2405
H -3.7455 -3.2296 -2.8224
H 1.4881 -0.2337 -2.2139
H 3.8396 0.1482 -1.4245
H 5.6954 -0.6013 0.0001
H 5.2755 -2.4180 1.7311
H 2.9704 -3.2569 1.9823
O -1.4223 -2.4592 2.3851
Br -3.5740 3.4124 1.5974
C -4.0744 2.2967 0.1455
C -5.1991 2.6899 -0.5647
C -5.6657 1.9155 -1.6159
C -5.0209 0.7358 -1.9522
C -3.9055 0.3454 -1.2330
C -3.4050 1.1186 -0.1856
C -2.1684 0.5731 0.4622
O -1.3567 1.4529 0.9875
O -1.9466 -0.6262 0.4462
H -5.7069 3.6020 -0.2833
H -6.5415 2.2371 -2.1660
H -5.3765 0.1168 -2.7662
H -3.3876 -0.5720 -1.4743
```

Summary:
Energy above the lowest of the compared OMol25 structures with the same formula, charge and spin ... 0.0 kJ/mol
Largest force on an atom ... 0.008 Eh/bohr
E_LUMO ... 3.65 eV
E_HOMO ... -0.9 eV
Net charge ... -2
Kohn-Sham gap ... 4.59 eV

***

# C34H25Br2N4O7ScTe4

A molecular structure, C34H25Br2N4O7ScTe4 (ωB97M-V/def2-TZVPD, OMol25).

```
77
Properties=species:S:1:pos:R:3
Sc -2.3807 0.2893 0.6801
C -3.2301 -0.9019 3.7488
O -2.1131 -0.5143 2.9147
C -0.8828 -0.6077 3.4933
C -0.7007 -1.0230 4.7947
C 0.5981 -1.1434 5.2607
Br 0.8726 -1.7261 7.0474
C 1.6739 -0.8591 4.4713
C 1.5094 -0.4117 3.1454
C 0.2088 -0.2833 2.6676
O -0.1966 0.0995 1.4147
C 2.8051 -0.1489 2.4664
N 3.8884 -0.6938 2.9634
C 4.9273 -0.2634 2.1761
C 6.2910 -0.5455 2.2805
C 7.1376 0.0491 1.3702
C 6.6441 0.9194 0.3835
C 5.2984 1.2057 0.2649
C 4.4476 0.5795 1.1714
N 3.0737 0.6254 1.3645
H -3.0780 -1.9278 4.0873
H -4.1206 -0.8250 3.1330
H -3.3176 -0.2118 4.5865
H -1.5356 -1.2590 5.4320
H 2.6808 -0.9624 4.8405
H 0.4841 0.2035 0.7303
H 6.6532 -1.2054 3.0580
H 8.2022 -0.1439 1.4207
H 7.3371 1.3939 -0.2995
H 4.9469 1.9156 -0.4660
H 2.4646 1.1977 0.7952
Te -4.7629 1.8922 2.1867
Te -7.4191 0.9568 3.2740
Te -7.6951 0.2019 0.6711
Te -5.2314 -0.9404 0.4071
O 2.3833 5.0157 -1.3418
C 2.8323 3.7282 -1.5806
O 4.0469 3.5889 -1.6068
C 1.8633 2.6923 -1.7605
C 2.3083 1.3926 -2.1629
C 1.5411 0.2718 -2.1730
C 0.1957 0.3393 -1.6638
C -0.5000 1.6964 -1.7869
C 0.4302 2.9257 -1.8923
N -0.5753 -0.5841 -1.1931
C -0.3838 -1.9235 -1.3131
C -1.1772 -2.7582 -0.5338
C -1.0958 -4.1788 -0.6679
C -1.7875 -4.9970 0.1655
C -2.6009 -4.4323 1.1695
C -2.6790 -3.0647 1.2142
N -2.0362 -2.2123 0.3930
H 1.4228 5.0401 -1.3873
H 3.3495 1.3045 -2.4433
H 1.9720 -0.6903 -2.4221
H -1.6523 2.3627 -0.1803
H 0.0157 3.7892 -1.3653
H 0.3607 -2.3393 -1.9834
H -0.4550 -4.5746 -1.4467
H -1.7206 -6.0736 0.0515
H -3.1735 -5.0325 1.8619
H -3.3296 -2.6099 1.9472
O -2.8834 2.0239 1.1112
Br -0.7230 3.1176 -6.3422
C -1.7986 1.7604 -5.5582
C -2.6698 1.0892 -6.3959
C -3.4780 0.0707 -5.9092
C -3.4028 -0.2770 -4.5578
C -2.5427 0.3887 -3.7223
C -1.7040 1.4422 -4.1828
C -0.8883 2.0458 -3.2211
O -0.0126 3.0706 -3.3454
O -1.5605 1.6714 -0.8659
H -2.7073 1.3672 -7.4410
H -4.1565 -0.4430 -6.5776
H -4.0253 -1.0629 -4.1496
H -2.4826 0.1274 -2.6767
```

Summary:
Energy above the lowest of the compared OMol25 structures with the same formula, charge and spin ... 637.1 kJ/mol
Largest force on an atom ... 0.023 Eh/bohr
E_LUMO (alpha / beta) ... 3.36 / 3.38 eV
E_HOMO (alpha / beta) ... -1.6 / -1.5 eV
Net charge ... -2
Kohn-Sham gap (alpha / beta) ... 4.93 / 4.92 eV

***

# C34H25ClGeN2NiO

A molecular structure, C34H25ClGeN2NiO (ωB97M-V/def2-TZVPD, OMol25).

```
65
Properties=species:S:1:pos:R:3
Ni -0.7166 -0.1331 0.2090
Cl 3.4882 5.5872 -0.8842
C 2.2456 4.4032 -0.6320
C 0.9813 4.8108 -0.1820
C -0.0161 3.8926 0.0211
C 0.2011 2.5191 -0.1909
O -0.8022 1.6899 -0.0129
C 1.4824 2.1161 -0.6334
C 1.8501 0.7526 -0.8234
N 1.1375 -0.2549 -0.4460
C 1.5888 -1.5917 -0.5434
C 2.8823 -2.0060 -0.6883
C 3.2020 -3.3822 -0.7131
C 2.2282 -4.3254 -0.5694
C 0.8828 -3.9263 -0.3823
C -0.1777 -4.8402 -0.2003
C -1.4480 -4.3792 -0.0051
C -1.6639 -2.9927 0.0301
N -0.7029 -2.1102 -0.1451
C 0.5716 -2.5584 -0.3640
C 2.4869 3.0843 -0.8711
H 0.8009 5.8622 0.0005
H -0.9985 4.2017 0.3509
H 2.8103 0.5688 -1.3077
H 3.6799 -1.2788 -0.7692
H 4.2342 -3.6814 -0.8353
H 2.4683 -5.3807 -0.5825
H 0.0311 -5.9033 -0.2125
H -2.2829 -5.0504 0.1331
H -2.6574 -2.5994 0.2038
H 3.4571 2.7693 -1.2359
C -4.2217 -1.6903 3.8208
C -3.1313 -1.7338 4.6780
C -1.9072 -1.2115 4.2809
C -1.7585 -0.6400 3.0165
C -2.8726 -0.5826 2.1762
C -4.0983 -1.1029 2.5689
Ge -0.0335 0.0740 2.4729
C 0.2231 1.8425 3.1576
C -0.7900 2.7933 3.0077
C -0.6414 4.0595 3.5502
C 0.5223 4.3897 4.2345
C 1.5338 3.4532 4.3865
C 1.3892 2.1820 3.8464
C 1.4638 -1.0874 2.7561
C 2.7590 -0.6234 2.5042
C 3.8520 -1.4531 2.7058
C 3.6589 -2.7586 3.1397
C 2.3766 -3.2352 3.3729
C 1.2798 -2.4048 3.1782
H -5.1732 -2.0992 4.1344
H -3.2349 -2.1703 5.6628
H -1.0693 -1.2444 4.9688
H -2.8340 -0.0729 1.2116
H -4.9556 -1.0392 1.9109
H -1.6984 2.5429 2.4724
H -1.4314 4.7915 3.4405
H 0.6376 5.3795 4.6570
H 2.4339 3.7094 4.9299
H 2.1771 1.4525 3.9855
H 2.9177 0.3962 2.1677
H 4.8540 -1.0838 2.5262
H 4.5118 -3.4061 3.2990
H 2.2302 -4.2520 3.7141
H 0.2813 -2.7850 3.3643
```

Summary:
Spin multiplicity ... 2
Expectation value of S² ... 0.8758
Largest force on an atom ... 0.021 Eh/bohr
E_LUMO (alpha / beta) ... -4.12 / -3.75 eV
E_HOMO (alpha / beta) ... -10.7 / -10.7 eV
Net charge ... +1
Kohn-Sham gap (alpha / beta) ... 6.54 / 6.92 eV

***

# C34H25F6N2OP2S5Tc

A molecular structure, C34H25F6N2OP2S5Tc (ωB97M-V/def2-TZVPD, OMol25).

```
76
Properties=species:S:1:pos:R:3
Tc 0.0289 0.1840 0.1255
O 0.5363 -2.5752 1.6049
C 0.4599 -2.4943 0.4090
C 1.5270 -2.9214 -0.5576
C 1.8209 -4.2806 -0.5356
C 2.7119 -4.8103 -1.4568
C 3.3052 -3.9835 -2.3977
C 3.0347 -2.6232 -2.3982
C 2.1528 -2.0728 -1.4745
P 1.9661 -0.2627 -1.3308
C 2.2201 0.4004 -2.9851
C 3.4781 0.8035 -3.4262
C 3.6320 1.2831 -4.7159
C 2.5373 1.3564 -5.5665
C 1.2834 0.9544 -5.1295
C 1.1240 0.4797 -3.8381
C 3.4144 0.2224 -0.3793
C 4.1518 -0.6253 0.3522
C 4.9154 -0.1636 1.5090
C 4.7429 1.0672 1.9993
C 3.8423 2.0452 1.3527
C 3.2881 1.6413 0.0153
H 1.3401 -4.9173 0.1938
H 2.9323 -5.8685 -1.4445
H 3.9889 -4.3945 -3.1279
H 3.5228 -1.9774 -3.1168
H 4.3337 0.7467 -2.7634
H 4.6069 1.6029 -5.0565
H 2.6608 1.7372 -6.5711
H 0.4243 1.0206 -5.7814
H 0.1423 0.1841 -3.5011
H 4.1380 -1.6869 0.1427
H 5.5937 -0.8519 1.9911
H 5.3050 1.4060 2.8578
H 4.1210 3.0842 1.4738
H 3.1791 2.3869 -0.7650
S 3.7563 5.5888 3.1326
C 2.4949 4.5300 2.9648
S 1.8027 4.5737 1.2705
C 1.4246 2.9429 0.9601
C 2.3552 1.8195 1.2314
S 1.5108 0.3843 1.8550
S 1.7357 3.4856 4.0369
S 0.0360 2.5455 0.1372
C -1.7376 0.9755 2.7484
N -1.4903 0.0324 1.6554
C -2.2140 -1.0123 1.5720
C -2.0237 -1.9676 0.4940
C -3.0169 -2.4930 -0.2609
C -2.4492 -2.9751 -1.4869
C -1.1276 -2.7307 -1.4498
N -0.7943 -2.1097 -0.2190
C -1.1566 0.5385 4.0739
C -1.1672 1.4732 5.1053
C -0.6507 1.1557 6.3466
C -0.1132 -0.1045 6.5749
C -0.0972 -1.0356 5.5529
C -0.6169 -0.7174 4.3041
H -2.8187 1.1298 2.8285
H -1.2900 1.9283 2.4598
H -3.0562 -1.1653 2.2460
H -4.0646 -2.4415 -0.0217
H -2.9801 -3.4127 -2.3124
H -0.3568 -2.9564 -2.1622
H -1.5600 2.4656 4.9254
H -0.6529 1.8977 7.1325
H 0.2994 -0.3514 7.5429
H 0.3348 -2.0131 5.7152
H -0.5581 -1.4502 3.5120
F -1.5654 0.3648 -1.2631
P -2.6475 1.0164 -2.5133
F -1.4391 1.9935 -2.9039
F -3.6063 1.5843 -3.6298
F -2.0335 -0.1165 -3.4815
F -3.1349 2.0583 -1.4015
F -3.7227 -0.0495 -1.9822
```

Summary:
Spin multiplicity ... 3
Energy above the lowest of the compared OMol25 structures with the same formula, charge and spin ... 227.5 kJ/mol
Expectation value of S² ... 2.0240
Largest force on an atom ... 0.017 Eh/bohr
E_LUMO (alpha / beta) ... -1.22 / -1.96 eV
E_HOMO (alpha / beta) ... -7.2 / -7.2 eV
Net charge ... 0
Kohn-Sham gap (alpha / beta) ... 5.97 / 5.22 eV

***

| no. | calculated total energy (eV) |
| --- | --- |
| 1 | -61885.3085 |
| 2 | -88879.2238 |
| 3 | -245925.0367 |
| 4 | -245918.4337 |
| 5 | -150768.4664 |
| 6 | -131953.2746 |